{"formula": "C35H33AsIrO7PS", "method": "ωB97M-V/def2-TZVPD", "symbols": ["Ir", "O", "As", "O", "O", "C", "C", "C", "C", "C", "C", "S", "O", "O", "O", "H", "H", "H", "H", "H", "C", "C", "C", "C", "C", "C", "C", "P", "C", "C", "C", "C", "C", "C", "C", "C", "C", "C", "C", "C", "C", "C", "H", "H", "H", "H", "H", "H", "H", "H", "H", "H", "H", "H", "H", "H", "H", "H", "H", "H", "H", "H", "C", "C", "O", "C", "C", "C", "C", "C", "C", "H", "H", "H", "H", "H", "H", "H", "H"], "positions_angstrom": [[-0.314, -0.511, 0.212], [-0.034, 3.259, 0.657], [0.457, 2.288, 1.991], [1.881, 2.888, 2.587], [0.744, 0.676, 1.490], [-0.961, 2.065, 3.251], [-0.641, 2.128, 4.598], [-1.598, 1.748, 5.533], [-2.838, 1.289, 5.117], [-3.157, 1.231, 3.763], [-2.215, 1.622, 2.830], [-2.733, 1.826, 1.126], [-4.058, 1.294, 1.022], [-2.574, 3.249, 0.883], [-1.737, 1.111, 0.252], [-1.014, 3.392, 0.672], [0.341, 2.469, 4.898], [-1.367, 1.809, 6.588], [-3.572, 0.990, 5.852], [-4.129, 0.902, 3.422], [2.729, 3.405, -0.500], [3.286, 2.330, 0.363], [4.078, 2.758, 1.492], [4.721, 1.861, 2.328], [4.542, 0.522, 2.103], [3.735, 0.069, 1.030], [3.133, 0.934, 0.138], [1.979, 0.183, -1.082], [2.269, 0.992, -2.688], [3.588, 1.321, -3.028], [3.882, 1.917, -4.239], [2.849, 2.203, -5.123], [1.544, 1.895, -4.783], [1.223, 1.287, -3.569], [-0.232, 1.032, -3.264], [2.642, -1.499, -1.217], [3.983, -1.757, -1.495], [4.514, -3.017, -1.279], [3.707, -4.014, -0.741], [2.366, -3.773, -0.501], [1.797, -2.529, -0.787], [0.330, -2.346, -0.728], [2.456, 4.263, 0.111], [1.859, 3.092, -1.063], [3.497, 3.726, -1.213], [4.189, 3.823, 1.652], [5.324, 2.209, 3.154], [5.002, -0.204, 2.760], [3.582, -0.997, 0.924], [4.390, 1.131, -2.325], [4.906, 2.158, -4.492], [3.062, 2.670, -6.075], [0.743, 2.130, -5.474], [-0.772, 0.769, -4.172], [-0.700, 1.927, -2.848], [-0.377, 0.233, -2.540], [4.629, -0.969, -1.859], [5.553, -3.215, -1.506], [4.125, -4.989, -0.527], [1.731, -4.567, -0.127], [-0.198, -3.202, -0.325], [-0.070, -2.067, -1.708], [-2.946, -3.347, -1.603], [-3.305, -2.523, -0.392], [-2.494, -1.810, 0.190], [-4.703, -2.606, 0.084], [-5.472, -3.754, -0.124], [-6.795, -3.780, 0.278], [-7.368, -2.654, 0.860], [-6.606, -1.514, 1.069], [-5.271, -1.493, 0.697], [-2.082, -2.941, -2.113], [-3.786, -3.406, -2.292], [-2.706, -4.365, -1.282], [-5.033, -4.640, -0.565], [-7.384, -4.675, 0.129], [-8.410, -2.672, 1.151], [-7.046, -0.635, 1.522], [-4.667, -0.610, 0.869]], "forces_ev_per_a": [[1.0, 0.0, 0.1], [1.0, -0.1, 0.2], [-0.1, 0.3, -0.1], [0.3, 0.0, 0.0], [-0.4, -0.5, -0.1], [0.3, 0.0, 0.0], [-0.1, 0.0, -0.1], [0.0, 0.0, 0.0], [0.0, 0.0, 0.0], [0.1, 0.0, 0.0], [-0.2, 0.2, -0.2], [-0.3, -0.4, -0.1], [0.1, 0.2, 0.0], [-0.3, 0.1, 0.0], [-0.2, -0.2, 0.2], [-0.3, 0.1, -0.2], [0.0, 0.0, 0.1], [0.0, 0.0, 0.0], [0.0, 0.0, 0.0], [0.0, 0.0, 0.0], [0.0, 0.0, 0.0], [-0.1, -0.3, 0.1], [-0.4, 0.1, -0.1], [0.1, -0.2, 0.1], [0.0, 0.0, 0.1], [0.0, 0.0, 0.1], [0.0, 0.3, 0.0], [-0.1, 0.0, -0.4], [0.1, 0.1, 0.2], [-0.1, 0.1, 0.0], [0.0, 0.0, 0.0], [0.0, 0.0, 0.0], [0.0, 0.0, 0.0], [-0.1, 0.0, 0.0], [0.0, 0.0, 0.0], [0.0, 0.1, 0.2], [0.0, -0.1, -0.1], [0.0, 0.0, 0.0], [0.0, 0.0, 0.0], [-0.1, -0.1, -0.1], [0.2, -0.1, -0.1], [-0.4, 1.0, 0.5], [0.0, 0.0, 0.0], [-0.1, 0.0, -0.1], [0.0, 0.0, 0.0], [0.0, 0.0, -0.1], [0.0, 0.0, 0.0], [0.0, 0.0, 0.0], [0.1, 0.1, 0.1], [0.0, 0.0, 0.0], [0.0, 0.0, 0.0], [0.0, 0.0, 0.0], [0.0, 0.0, 0.0], [0.0, 0.0, 0.0], [0.0, 0.0, 0.0], [0.0, -0.1, 0.0], [0.0, 0.0, 0.0], [0.0, 0.0, 0.0], [0.0, 0.0, 0.0], [0.0, 0.0, 0.0], [-0.1, 0.0, 0.0], [0.0, -0.3, -0.2], [0.0, 0.0, 0.1], [-0.1, -0.2, 0.1], [0.0, 0.1, -0.1], [-0.1, 0.0, 0.0], [0.1, 0.0, 0.0], [-0.1, 0.0, 0.0], [0.0, 0.0, 0.0], [0.0, 0.0, 0.0], [0.1, 0.0, 0.1], [0.1, 0.1, 0.0], [0.0, 0.0, 0.0], [0.0, 0.0, 0.0], [0.0, 0.0, -0.1], [0.0, 0.0, 0.0], [0.0, 0.0, 0.0], [0.0, 0.0, 0.0], [-0.1, -0.2, -0.1]], "s_squared": 8.778, "multiplicity": 6, "homo_ev": [-10.2, -11.5], "homo_lumo_gap_ha": [0.2792, 0.1912], "total_charge": 1, "e_lumo_ev": [-2.646, -6.298]}

***

{"formula": "C35H33BaFN11OSeSi", "method": "ωB97M-V/def2-TZVPD", "symbols": ["Ba", "C", "Si", "C", "C", "N", "C", "C", "C", "C", "C", "C", "F", "H", "H", "H", "H", "H", "H", "H", "H", "H", "H", "H", "H", "H", "C", "N", "C", "N", "C", "N", "C", "C", "C", "C", "C", "C", "C", "N", "N", "C", "O", "C", "C", "C", "C", "C", "C", "N", "C", "N", "C", "N", "C", "H", "H", "H", "H", "H", "H", "H", "H", "H", "H", "H", "H", "H", "H", "H", "H", "Se", "N", "C", "C", "C", "C", "C", "C", "N", "H", "H", "H", "H"], "positions_angstrom": [[1.592, 0.796, -0.507], [5.687, 2.077, -2.261], [4.838, 2.551, -0.565], [5.069, 0.980, 0.488], [5.859, 3.874, 0.283], [3.207, 2.968, -0.619], [2.706, 4.090, -1.195], [3.500, 5.019, -1.941], [2.855, 6.242, -2.313], [1.500, 6.403, -2.416], [0.643, 5.396, -1.876], [1.237, 4.307, -1.270], [0.385, 3.321, -0.775], [6.285, 2.794, -2.793], [4.842, 1.783, -2.917], [6.173, 1.158, -2.054], [4.432, 0.866, 1.354], [6.085, 1.114, 0.938], [5.073, 0.088, -0.147], [6.860, 3.940, -0.225], [6.033, 3.721, 1.335], [5.383, 4.868, 0.093], [4.487, 4.829, -2.251], [3.561, 7.063, -2.618], [1.021, 7.197, -2.958], [-0.422, 5.416, -1.915], [-4.319, 1.277, -2.287], [-2.951, 0.824, -2.381], [-1.895, 1.265, -1.610], [-0.835, 0.521, -1.873], [-1.250, -0.291, -2.831], [-2.529, -0.250, -3.107], [-5.020, 0.621, -1.188], [-6.198, 1.266, -0.709], [-6.911, 0.575, 0.253], [-6.507, -0.621, 0.804], [-5.351, -1.212, 0.323], [-4.596, -0.576, -0.668], [-4.811, -2.447, 0.850], [-5.229, -3.261, 1.779], [-4.198, -4.169, 1.998], [-3.277, -3.919, 1.109], [-3.498, -2.770, 0.346], [-2.054, -4.653, 1.078], [-1.841, -5.789, 1.864], [-0.771, -6.666, 1.669], [0.019, -6.541, 0.556], [-0.140, -5.364, -0.249], [0.721, -5.222, -1.451], [1.188, -3.850, -1.641], [1.218, -2.818, -0.746], [2.023, -1.850, -1.179], [2.539, -2.347, -2.368], [2.069, -3.541, -2.642], [-1.124, -4.456, 0.045], [-4.820, 0.957, -3.239], [-4.345, 2.357, -2.188], [-1.965, 2.025, -0.823], [-0.597, -0.931, -3.356], [-6.458, 2.289, -1.044], [-7.899, 1.024, 0.622], [-7.077, -1.088, 1.587], [-3.608, -0.986, -0.868], [-2.605, -5.925, 2.626], [-0.619, -7.447, 2.359], [0.839, -7.182, 0.205], [0.239, -5.433, -2.421], [1.652, -5.800, -1.402], [0.568, -2.627, 0.105], [3.275, -1.866, -2.998], [-1.274, -3.614, -0.661], [0.047, 3.264, 2.133], [0.720, 1.554, 2.045], [0.534, 0.876, 3.157], [0.726, -0.518, 3.414], [0.322, -0.986, 4.590], [-0.168, -0.173, 5.647], [-0.628, 1.076, 5.454], [-0.219, 1.739, 4.241], [-0.567, 2.968, 3.873], [1.352, -1.187, 2.789], [0.670, -1.992, 4.704], [-0.355, -0.634, 6.593], [-1.105, 1.662, 6.234]], "forces_ev_per_a": [[0.7, 1.0, 0.2], [-2.4, 0.2, 0.7], [1.5, 0.2, 0.0], [0.7, 0.4, -0.3], [0.6, 1.0, -1.5], [-1.5, -1.0, -0.1], [-0.9, -0.2, -1.4], [-3.8, 1.3, 1.2], [2.3, -0.1, -1.0], [-1.3, -1.0, 0.8], [1.8, -0.5, 0.1], [2.1, 1.3, -0.5], [0.3, -0.4, 0.2], [0.4, 0.2, 0.0], [0.3, 0.2, 0.0], [1.1, -0.8, 0.0], [-0.5, -0.1, 0.2], [-0.6, -0.3, -0.5], [0.0, -0.2, 0.3], [-0.7, -0.1, 0.5], [-0.1, 0.0, 0.4], [0.3, -0.7, 0.4], [1.2, -0.1, 0.3], [-1.0, -0.8, -0.2], [0.2, 0.5, 0.2], [-0.6, 0.3, -0.2], [0.1, -0.6, -1.8], [2.4, 0.4, 1.3], [-1.7, -0.5, -0.3], [0.5, 1.7, 0.8], [-0.8, -1.3, -0.5], [-0.4, 1.4, -0.4], [-1.6, 0.8, 1.0], [1.1, -0.9, -0.1], [-2.5, 1.7, 0.7], [0.1, -0.5, -0.3], [0.2, 0.2, -0.2], [0.1, -0.1, 0.7], [1.3, -0.8, 0.4], [1.0, 1.2, -1.1], [0.0, 0.2, -1.5], [-0.9, 1.5, 1.5], [-2.0, -2.1, 2.1], [2.0, -1.6, -1.5], [-0.7, 0.7, 0.5], [-0.7, 0.6, -0.4], [0.8, 2.0, -1.5], [0.0, -1.7, 0.9], [0.6, 0.4, -1.4], [1.4, 2.4, 1.1], [0.0, 0.5, -1.0], [0.2, -0.5, -0.7], [-0.9, -0.8, 1.1], [-0.3, -0.5, -0.1], [-0.9, 1.0, -1.0], [0.5, 0.6, 0.6], [0.1, 0.1, -0.2], [-0.1, -0.2, -0.6], [0.5, -0.9, -0.3], [0.0, -0.9, 0.1], [1.7, -0.6, -0.5], [-0.1, -0.1, 0.1], [-0.5, 0.1, -0.5], [0.4, -0.4, 0.1], [0.0, -0.9, 0.6], [-0.5, -0.2, 0.8], [-0.1, -0.4, 0.5], [-0.4, -0.3, 0.1], [0.3, -0.8, -0.2], [-0.2, 0.0, 0.1], [0.0, -0.5, 0.6], [-0.1, -1.6, 2.3], [0.0, -0.1, -0.1], [-1.9, 2.7, 0.7], [1.1, 0.6, -1.3], [1.4, -0.4, 0.3], [-1.5, -0.5, 0.3], [1.1, 1.1, 0.0], [-0.1, -0.2, -2.5], [1.0, -1.3, -0.9], [-0.7, 0.7, 0.0], [-0.5, -0.6, 0.9], [-0.1, -0.3, 0.4], [0.1, -0.2, -0.1]], "e_above_lowest_ev": 1.155, "homo_ev": -9.1, "homo_lumo_gap_ha": 0.1989, "total_charge": 1, "e_lumo_ev": -3.711}

***

{"formula": "C35H33ClN4PbSi2", "method": "ωB97M-V/def2-TZVPD", "symbols": ["C", "C", "C", "H", "C", "C", "H", "H", "H", "H", "Pb", "Si", "C", "C", "H", "C", "H", "C", "H", "C", "H", "C", "H", "C", "C", "H", "C", "H", "C", "H", "C", "H", "C", "H", "H", "Si", "C", "C", "H", "C", "H", "C", "H", "C", "H", "C", "H", "C", "C", "H", "C", "H", "C", "H", "C", "H", "C", "H", "H", "Cl", "N", "C", "C", "N", "C", "C", "N", "C", "C", "N", "H", "H", "H", "H", "H", "H"], "positions_angstrom": [[-1.536, -0.672, 1.512], [-2.257, -0.106, 0.423], [-2.391, -1.106, -0.584], [-2.658, 0.907, 0.386], [-1.744, -2.290, -0.118], [-1.220, -2.018, 1.181], [-0.699, -2.732, 1.824], [-1.305, -0.182, 2.458], [-2.915, -0.991, -1.536], [-1.708, -3.244, -0.646], [0.843, -0.353, -1.015], [-0.137, 0.048, -7.463], [0.269, 1.561, -8.538], [1.581, 1.790, -9.009], [2.354, 1.015, -8.895], [1.926, 3.031, -9.568], [2.961, 3.216, -9.873], [0.958, 4.036, -9.708], [1.236, 5.011, -10.122], [-0.365, 3.769, -9.338], [-1.131, 4.534, -9.475], [-0.709, 2.543, -8.760], [-1.742, 2.353, -8.449], [0.440, -1.468, -8.391], [0.060, -1.634, -9.737], [-0.663, -0.955, -10.200], [0.633, -2.642, -10.521], [0.339, -2.759, -11.567], [1.609, -3.490, -9.981], [2.107, -4.244, -10.605], [1.954, -3.366, -8.629], [2.715, -4.024, -8.193], [1.345, -2.391, -7.826], [1.610, -2.311, -6.764], [-1.585, -0.051, -7.206], [1.363, 0.641, -5.568], [0.683, -0.918, -4.672], [-0.698, -1.202, -4.692], [-1.416, -0.500, -5.127], [-1.201, -2.408, -4.175], [-2.276, -2.618, -4.226], [-0.333, -3.331, -3.588], [-0.720, -4.277, -3.188], [1.036, -3.032, -3.502], [1.726, -3.728, -3.015], [1.535, -1.839, -4.035], [2.592, -1.579, -3.930], [0.381, 2.081, -4.798], [-0.578, 1.948, -3.770], [-0.580, 1.063, -3.123], [-1.568, 2.925, -3.600], [-2.391, 2.747, -2.903], [-1.528, 4.099, -4.362], [-2.322, 4.843, -4.273], [-0.449, 4.324, -5.223], [-0.375, 5.251, -5.786], [0.525, 3.341, -5.402], [1.383, 3.522, -6.048], [2.708, 0.808, -4.996], [3.103, 0.797, -1.531], [1.310, 2.503, 2.400], [0.454, 3.430, 1.829], [-0.050, 2.841, 0.696], [0.501, 1.582, 0.555], [1.301, 1.386, 1.623], [2.078, 0.187, 1.889], [2.152, -0.884, 1.081], [3.062, -1.759, 1.645], [3.532, -1.229, 2.822], [2.907, 0.005, 2.956], [1.809, 2.605, 3.281], [0.291, 4.404, 2.241], [-0.756, 3.205, -0.035], [3.324, -2.686, 1.161], [4.251, -1.587, 3.537], [2.985, 0.641, 3.743]], "forces_ev_per_a": [[0.0, -0.5, 0.1], [-0.2, 0.1, -0.2], [-0.3, 0.5, -0.2], [0.1, -0.4, 0.0], [0.2, -0.3, 0.4], [-0.1, 0.0, 0.0], [-0.2, 0.3, -0.3], [-0.1, -0.1, -0.4], [0.2, -0.1, 0.4], [0.0, 0.3, 0.2], [1.8, 0.7, -0.9], [1.7, 0.9, -1.7], [-0.4, -0.1, -0.2], [-0.1, 0.4, 0.2], [-0.4, 0.3, 0.0], [-0.1, -0.3, 0.2], [-0.4, -0.1, 0.0], [-0.1, -0.3, 0.0], [-0.2, -0.4, 0.2], [0.0, 0.1, 0.0], [0.2, -0.2, 0.0], [0.3, 0.1, 0.1], [0.3, 0.2, -0.1], [0.3, -0.7, 0.2], [0.3, -0.2, 0.0], [0.3, -0.2, 0.2], [0.1, 0.0, 0.1], [0.1, 0.1, 0.4], [0.0, 0.2, 0.3], [-0.3, 0.4, 0.3], [-0.1, 0.0, 0.1], [-0.4, 0.2, -0.2], [0.1, 0.2, -0.6], [0.0, -0.1, -0.5], [0.0, 0.3, 0.4], [-2.1, -0.6, 1.4], [0.0, 0.3, 0.6], [-0.2, -0.7, 0.3], [0.4, -0.2, 0.2], [0.0, 0.5, 0.0], [0.4, 0.1, 0.0], [0.2, 0.0, 0.3], [0.2, 0.4, -0.3], [0.0, 0.0, 0.2], [-0.3, 0.1, -0.2], [-0.2, 0.0, 0.2], [-0.2, -0.3, -0.1], [0.3, 0.2, 0.4], [-0.3, 0.4, -0.6], [-0.3, 0.0, -0.5], [0.4, 0.0, 0.0], [0.3, 0.2, -0.1], [0.1, -0.1, 0.0], [0.2, -0.2, 0.0], [0.1, 0.0, 0.2], [0.0, -0.1, 0.2], [-0.6, -0.3, 0.0], [-0.3, 0.0, -0.2], [0.5, -0.2, -0.8], [-1.2, -0.5, 0.1], [-0.3, -0.3, -0.3], [0.0, -0.7, -0.5], [0.5, -0.3, 0.3], [0.6, -0.6, 1.3], [-0.5, 0.9, -0.5], [0.8, -1.2, 0.0], [-0.4, 0.9, 0.6], [-0.2, 0.6, 0.3], [-0.6, 0.5, -0.6], [-0.3, -0.2, -0.4], [-0.2, 0.2, -0.4], [0.0, 0.2, 0.2], [0.2, 0.2, 0.1], [0.0, 0.1, 0.1], [0.0, 0.0, 0.0], [0.2, -0.4, -0.2]], "e_above_lowest_ev": 0.000, "homo_ev": [-12.0, -12.0], "homo_lumo_gap_ha": [0.0754, 0.0714], "total_charge": 2, "e_lumo_ev": [-9.996, -10.080]}